(1)
Below is C47H30CaCl2N9O6 as an isolated structure, with properties calculated with ωB97M-V/def2-TZVPD.

```
95
Properties=species:S:1:pos:R:3:mulliken_charge:R:1
Ca -0.127 0.241 0.273 2.704
Cl -1.181 7.169 -0.677 -0.260
C -0.416 5.603 -0.774 -0.001
C -1.203 4.473 -0.637 -1.268
C -0.651 3.196 -0.695 -1.000
N -1.406 2.015 -0.534 1.632
C -2.711 1.993 -0.736 -0.875
O -3.494 2.877 -1.112 -0.832
C -3.341 0.627 -0.421 0.661
C -4.726 0.513 -0.396 -1.017
C -5.287 -0.716 -0.109 -0.400
C -4.454 -1.796 0.139 -0.999
C -3.085 -1.590 0.101 -0.450
N -2.540 -0.412 -0.173 0.412
C 0.742 3.061 -0.894 0.129
C 1.504 4.210 -1.060 -0.456
C 0.941 5.472 -0.995 0.046
Cl 1.974 6.863 -1.198 -0.261
N 1.375 1.794 -0.871 0.395
C 2.210 1.588 -1.877 -0.352
O 2.332 2.204 -2.946 -0.763
C 3.186 0.445 -1.671 0.114
C 4.442 0.522 -2.271 -0.778
C 5.326 -0.522 -2.096 -0.672
C 4.921 -1.630 -1.364 -1.033
C 3.649 -1.624 -0.825 0.063
N 2.804 -0.601 -0.949 0.904
H -2.269 4.581 -0.507 0.589
H -5.313 1.394 -0.612 0.531
H -6.362 -0.835 -0.079 0.415
H -4.848 -2.776 0.366 0.441
H -2.388 -2.392 0.309 0.403
H 2.565 4.119 -1.241 0.530
H 4.677 1.393 -2.865 0.605
H 6.315 -0.484 -2.537 0.405
H 5.569 -2.483 -1.220 0.486
H 3.283 -2.468 -0.253 0.061
C -0.743 0.284 -3.239 -1.322
O -0.301 -0.550 -2.170 0.343
C 0.379 -1.681 -2.497 1.197
C 0.733 -2.003 -3.801 -0.915
C 1.380 -3.204 -4.069 -0.869
C 1.668 -4.090 -3.045 -0.831
C 1.344 -3.750 -1.740 -0.355
C 0.729 -2.546 -1.450 -0.881
N 0.487 -2.094 -0.106 1.652
N 1.089 -2.801 0.743 -1.145
C 1.025 -2.518 2.093 -0.455
C 0.114 -1.621 2.715 0.110
O -0.746 -0.943 2.087 -0.545
C 0.189 -1.502 4.160 -0.867
C 1.133 -2.138 4.879 -1.018
C 2.075 -3.027 4.265 1.173
C 3.053 -3.682 5.034 -1.017
C 3.941 -4.553 4.458 -0.610
C 3.851 -4.792 3.077 -0.854
C 2.909 -4.160 2.308 -0.469
C 1.994 -3.244 2.876 1.598
H 0.115 0.788 -3.693 0.392
H -1.394 1.023 -2.782 0.076
H -1.292 -0.312 -3.973 0.558
H 0.527 -1.315 -4.605 0.476
H 1.652 -3.440 -5.089 0.388
H 2.154 -5.033 -3.254 0.404
H 1.581 -4.409 -0.916 0.351
H -0.529 -0.835 4.620 0.544
H 1.192 -1.993 5.953 0.376
H 3.088 -3.483 6.098 0.405
H 4.692 -5.051 5.055 0.391
H 4.534 -5.490 2.609 0.422
H 2.852 -4.359 1.248 0.173
O 1.307 3.722 7.887 -0.657
N 0.457 3.781 7.020 1.052
O -0.569 4.433 7.106 -0.645
C 0.704 3.006 5.762 -0.600
C 1.907 2.404 5.702 -0.476
C 2.287 1.650 4.548 1.590
C 3.525 0.988 4.488 -1.032
C 3.833 0.279 3.361 -1.262
C 2.895 0.260 2.316 -0.096
N 1.729 0.864 2.351 0.633
C 1.413 1.558 3.463 -0.875
C 0.106 2.202 3.544 -0.063
N -0.703 2.038 2.481 0.678
C -1.905 2.557 2.527 -0.202
C -2.388 3.268 3.630 -1.258
C -1.578 3.457 4.714 -0.785
C -0.273 2.921 4.697 1.049
H 2.593 2.495 6.532 0.573
H 4.205 1.045 5.329 0.441
H 4.764 -0.260 3.258 0.552
H 3.109 -0.288 1.409 0.081
H -2.522 2.422 1.648 0.263
H -3.391 3.668 3.612 0.515
H -1.926 4.012 5.568 0.540
```

LUMO energy	0.8727	eV
energy relative to the best compared isomer or geometry (same formula, charge and spin)	17.6	kcal/mol
frontier orbital gap	0.1995	Eh
total charge	-1
HOMO level	-4.55	eV
DFT total energy	-4351.52384	hartree

=====

(2)
Below is C47H31F5N8S3W as an isolated structure, with properties calculated with ωB97M-V/def2-TZVPD.

```
95
Properties=species:S:1:pos:R:3:mulliken_charge:R:1
W 0.175 -0.416 -0.041 2.179
C -2.528 2.503 -3.779 -0.724
N -2.276 1.068 -3.836 0.152
C -2.766 0.210 -4.793 -0.906
C -2.301 -1.013 -4.514 -0.576
N -1.509 -0.919 -3.354 1.278
C -1.500 0.400 -2.968 0.346
S -0.697 1.254 -1.740 -0.612
C -0.846 -2.064 -2.814 -0.020
C -1.104 -3.300 -3.400 -1.217
C -0.359 -4.403 -3.031 -1.052
C 0.657 -4.249 -2.102 -1.199
C 0.793 -3.016 -1.512 -0.191
N 0.024 -1.943 -1.801 0.851
H -3.229 2.754 -4.569 0.345
H -1.597 3.050 -3.922 0.337
H -2.954 2.760 -2.811 0.231
H -3.400 0.547 -5.594 0.489
H -2.443 -1.921 -5.059 0.577
H -1.880 -3.420 -4.134 0.580
H -0.561 -5.363 -3.484 0.469
H 1.303 -5.063 -1.810 0.582
H 1.548 -2.859 -0.755 0.318
N -7.490 4.756 4.788 -0.461
C -6.659 4.181 4.244 -0.221
C -5.619 3.459 3.562 0.588
C -4.761 2.633 4.283 -0.875
C -3.755 1.948 3.624 -0.090
C -3.610 2.078 2.247 -1.150
C -4.472 2.900 1.529 0.021
C -5.475 3.594 2.184 -0.850
C -2.515 1.346 1.550 1.830
C -1.231 1.888 1.659 -0.364
C -0.912 3.143 2.209 -0.560
C 0.419 3.397 1.919 -1.791
C 0.879 2.291 1.215 -0.565
N -0.089 1.357 1.060 1.558
C -2.859 0.223 0.817 -0.601
C -4.175 -0.263 0.650 -0.757
C -4.100 -1.394 -0.129 -1.960
C -2.741 -1.591 -0.390 -0.053
N -1.971 -0.631 0.143 1.281
H -4.885 2.532 5.352 0.471
H -3.086 1.303 4.179 0.589
H -4.354 3.001 0.459 0.573
H -6.146 4.239 1.636 0.476
H -1.602 3.782 2.732 0.685
H 0.994 4.269 2.174 0.527
H 1.872 2.137 0.820 0.505
H -5.057 0.181 1.078 0.702
H -4.904 -2.035 -0.445 0.527
H -2.318 -2.435 -0.902 0.504
S 3.878 0.087 6.124 -0.187
C 2.810 -0.006 7.446 -0.354
C 1.520 -0.207 7.053 -0.704
C 1.398 -0.298 5.647 -0.337
C 2.600 -0.162 4.999 0.166
C 2.854 -0.223 3.564 1.083
C 1.763 -0.244 2.671 -0.864
N 1.895 -0.335 1.358 1.145
C 3.149 -0.339 0.838 -0.731
C 4.294 -0.328 1.630 0.310
C 5.576 -0.355 0.976 -1.214
C 5.670 -0.349 -0.372 -1.084
C 4.493 -0.292 -1.196 0.586
C 4.519 -0.222 -2.594 -1.230
C 3.336 -0.122 -3.304 0.348
C 2.139 -0.089 -2.572 0.390
N 2.071 -0.183 -1.250 0.105
C 3.243 -0.289 -0.572 -0.116
C 3.278 -0.037 -4.764 0.390
C 2.186 -0.207 -5.575 -0.269
C 2.491 -0.061 -6.949 -0.641
C 3.808 0.217 -7.155 -0.426
S 4.681 0.303 -5.696 -0.159
C 4.123 -0.282 3.020 -0.713
H 3.189 0.097 8.448 0.470
H 0.695 -0.298 7.741 0.412
H 0.458 -0.486 5.151 0.543
H 0.751 -0.198 3.046 -0.107
H 6.466 -0.377 1.589 0.525
H 6.637 -0.368 -0.856 0.523
H 5.472 -0.247 -3.108 0.524
H 1.204 0.041 -3.092 -0.045
H 1.195 -0.448 -5.216 0.317
H 1.772 -0.161 -7.747 0.410
H 4.314 0.377 -8.093 0.463
H 4.997 -0.291 3.660 0.520
F -0.800 -1.732 2.440 -0.165
C -0.132 -2.205 1.333 -0.507
F -0.993 -3.105 0.745 -0.358
C 0.998 -3.148 1.926 0.888
F 1.336 -2.798 3.167 -0.155
F 2.127 -3.103 1.175 -0.259
F 0.613 -4.417 1.945 -0.271
```

LUMO energy (alpha / beta)	-5.7893 / -6.5825	eV
energy relative to the best compared isomer or geometry (same formula, charge and spin)	9.2	kcal/mol
multiplicity	3
frontier orbital gap (alpha / beta)	0.2521 / 0.2227	Eh
total charge	+2
HOMO level (alpha / beta)	-12.65 / -12.64	eV
DFT total energy	-4008.28107	hartree